# 1
20
Properties=species:S:1:pos:R:3 method="wB97M-V/def2-TZVPD" charge=0 smiles="C=C/C=C/CCCO" mol_weight_g_mol=112.172 e_above_lowest_kcal_mol=36.3 orbital_gap_ev=9.9
C 3.02640 -2.39223 0.57094
C 1.78707 -1.96150 0.34304
C 1.30456 -0.62536 0.67070
C 0.58656 0.10487 -0.20183
C -0.04282 1.40408 0.16582
C -1.60367 1.25545 0.43563
C -2.38682 1.27452 -0.85495
O -2.65208 -0.00534 -1.46384
H 3.77708 -1.78261 1.06233
H 3.34821 -3.39834 0.33459
H 1.11873 -2.66640 -0.13663
H 1.51188 -0.19862 1.64572
H 0.34205 -0.38737 -1.13993
H 0.38167 1.75614 1.10118
H 0.08772 2.11051 -0.65582
H -1.70169 0.30668 0.95678
H -1.78702 2.15834 1.00962
H -3.40130 1.67074 -0.80678
H -1.85535 1.88828 -1.59274
H -1.84117 -0.51183 -1.44386

# 2
20
Properties=species:S:1:pos:R:3 method="wB97M-V/def2-TZVPD" charge=0 smiles="C=C/C=C(/C)C=C.O" mol_weight_g_mol=112.172 e_above_lowest_kcal_mol=72.2 orbital_gap_ev=9.3
C -2.40446 -0.03668 0.12221
C -1.89443 0.12788 -1.17791
C -0.53390 0.59006 -1.19056
C 0.61484 -0.06875 -0.98220
C 1.88845 0.53770 -0.51792
C 0.54081 -1.55252 -1.05379
C 1.16451 -2.33287 -0.16254
H -2.00224 0.50616 0.87219
H -3.26624 -0.60394 0.38921
H -2.39100 -0.15416 -2.07622
H -0.56077 1.69200 -1.17257
H 2.23896 1.53594 -0.88540
H 1.86828 0.79949 0.54685
H 2.78140 -0.07047 -0.73563
H -0.15865 -1.94938 -1.79461
H 1.74001 -2.24191 0.73927
H 0.95791 -3.38477 -0.16656
O -0.50416 2.01833 3.24526
H 0.40286 1.98281 3.57044
H -0.48216 2.60506 2.43048

# 3
20
Properties=species:S:1:pos:R:3 method="wB97M-V/def2-TZVPD" charge=0 smiles="C=CC(C=C)=CC.O" mol_weight_g_mol=112.172 e_above_lowest_kcal_mol=60.2 orbital_gap_ev=9.4
C 2.20809 0.69935 0.57898
C 1.72591 -0.50860 0.35506
C 0.21253 -0.64399 0.26585
C -0.42483 -0.38410 1.58541
C -1.55118 0.27299 1.84639
C -0.29797 -1.21755 -0.82244
C -1.75619 -1.18505 -1.20648
H 1.47375 1.49365 0.64293
H 3.21273 1.10474 0.56315
H 2.14375 -1.44520 0.00266
H 0.19939 -0.81798 2.34785
H -1.75883 0.68940 2.81523
H -2.27338 0.42472 1.06373
H 0.37316 -1.53343 -1.61620
H -2.40081 -1.67751 -0.48427
H -2.03902 -0.13550 -1.29365
H -1.89550 -1.47834 -2.24191
O 0.59361 2.14436 -1.44871
H 1.21240 2.85063 -1.26322
H 1.04239 1.34740 -1.69037

# 4
20
Properties=species:S:1:pos:R:3 method="wB97M-V/def2-TZVPD" charge=0 smiles="C=C(C)CCCC=O" mol_weight_g_mol=112.172 e_above_lowest_kcal_mol=43.5 orbital_gap_ev=10.2
C 1.06312 0.24776 -2.48766
C 1.05611 0.45104 -1.18372
C 1.66153 1.76030 -0.66393
C 0.64361 -0.54721 -0.15994
C -0.64939 -0.14523 0.60054
C -1.46381 -1.29655 1.12224
C -2.26469 -0.76770 2.24103
O -2.95940 -1.36210 2.97110
H 1.69172 0.96414 -3.11158
H 0.49219 -0.57343 -2.89581
H 2.61003 1.53112 -0.24282
H 1.77707 2.47257 -1.50213
H 0.96854 2.13797 0.03139
H 0.36850 -1.52210 -0.64020
H 1.43773 -0.56461 0.59722
H -0.24167 0.52139 1.41459
H -1.17800 0.43925 -0.21981
H -1.90190 -1.83998 0.24763
H -0.82732 -2.25558 1.54997
H -2.28394 0.34897 2.33188